Computed, not measured: C23H21BCl5F2O2SScTe as an isolated structure at a distorted geometry, with ωB97M-V with the def2-TZVPD basis set.

Its HOMO-LUMO gap is 0.268 Ha. The value obtained for the strongest force on any atom is 1.5 eV/Å. For the energy, the calculation gives -4992.18571 a.u. The lowest unoccupied orbital energy is -0.17 eV.

Structure (XYZ):
```
57
Properties=species:S:1:pos:R:3:nbo_charge:R:1
Sc -0.609 0.205 -0.405 1.62
Cl 4.365 1.307 5.256 0.06
C 3.130 1.223 4.062 -0.11
C 3.257 0.347 2.985 -0.10
Cl 4.645 -0.649 2.832 0.06
C 2.254 0.287 2.033 -0.05
Cl 2.363 -0.755 0.663 0.06
C 1.089 1.071 2.114 0.30
O 0.154 0.997 1.207 -0.87
C 0.979 1.932 3.219 -0.11
Cl -0.466 2.853 3.364 0.06
C 1.986 2.014 4.171 -0.07
Cl 1.825 3.093 5.498 0.06
F -1.761 2.888 -1.656 -0.54
B -2.271 1.742 -1.092 0.56
F -3.607 1.874 -1.026 -0.52
C 2.918 5.890 1.987 -0.64
C 2.751 4.739 1.039 0.03
C 1.578 4.595 0.297 -0.20
C 1.406 3.526 -0.561 -0.22
C 2.422 2.590 -0.685 -0.21
C 3.591 2.700 0.054 -0.22
C 3.748 3.774 0.914 -0.21
S 2.294 1.255 -1.869 1.29
C 2.136 2.300 -3.335 -0.79
O 0.901 0.647 -1.741 -1.06
H 2.343 6.756 1.661 0.22
H 3.966 6.173 2.080 0.22
H 2.560 5.605 2.979 0.24
H 0.789 5.329 0.392 0.23
H 0.488 3.422 -1.128 0.25
H 4.371 1.953 -0.046 0.23
H 4.656 3.866 1.497 0.22
H 1.243 2.913 -3.228 0.25
H 2.052 1.654 -4.208 0.25
H 3.029 2.920 -3.400 0.25
C -5.271 -6.371 -1.920 -0.64
C -4.228 -5.341 -1.581 0.08
C -4.210 -4.706 -0.348 -0.26
C -3.190 -3.830 0.012 -0.02
C -3.248 -3.163 1.362 -0.63
C -2.147 -3.587 -0.887 -0.22
Te -0.364 -2.602 -0.221 -0.28
C -2.200 -4.144 -2.172 -0.03
C -1.162 -3.818 -3.214 -0.63
C -3.235 -5.012 -2.496 -0.25
H -6.006 -6.467 -1.123 0.21
H -4.795 -7.345 -2.058 0.22
H -5.793 -6.125 -2.846 0.22
H -5.003 -4.902 0.366 0.20
H -4.236 -3.284 1.807 0.21
H -3.034 -2.098 1.274 0.22
H -2.506 -3.592 2.039 0.23
H -1.010 -2.740 -3.277 0.22
H -1.472 -4.183 -4.193 0.21
H -0.203 -4.272 -2.959 0.23
H -3.260 -5.451 -3.489 0.20
```